Entry 1:
Molecular formula: C30H32ClN3SSi2W
Method: DFT, ωB97M-V/def2-TZVPD

Results
Molecular weight, g mol⁻¹: 742.1
HOMO (spin up / spin down), eV: -12.9 / -11.9
Lowest unoccupied orbital energy (spin up / spin down), eV: -7.132 / -9.482
Gap between HOMO and LUMO (spin up / spin down), eV: 5.8 / 2.4
Charge: +2
⟨S²⟩: 2.0238
Multiplicity: 3

Last column: Löwdin charge in e.
Geometry (Å):
1 C -3.728 -2.944 2.488  -0.22
2 C -2.335 -2.844 2.116  -0.17
3 C -1.869 -1.558 2.528  -0.17
4 H -1.730 -3.629 1.667  0.14
5 C -2.954 -0.866 3.152  -0.19
6 C -4.084 -1.730 3.174  -0.21
7 H -5.010 -1.546 3.710  0.13
8 H -4.311 -3.857 2.521  0.14
9 H -0.861 -1.175 2.419  0.10
10 H -2.896 0.121 3.603  0.12
11 W -3.541 -1.310 1.054  0.96
12 Si 2.897 1.384 -0.621  0.71
13 C 3.608 0.975 -2.291  -0.35
14 C 3.251 1.730 -3.420  -0.09
15 H 2.662 2.644 -3.306  0.11
16 C 3.614 1.282 -4.693  -0.06
17 H 3.318 1.857 -5.574  0.11
18 C 4.360 0.107 -4.839  -0.05
19 H 4.645 -0.240 -5.832  0.11
20 C 4.759 -0.616 -3.706  -0.06
21 H 5.356 -1.525 -3.817  0.11
22 C 4.396 -0.176 -2.432  -0.10
23 H 4.693 -0.734 -1.540  0.10
24 C 2.979 3.218 -0.315  -0.33
25 C 4.240 3.832 -0.251  -0.09
26 H 5.144 3.230 -0.366  0.11
27 C 4.341 5.211 -0.038  -0.06
28 H 5.324 5.686 -0.001  0.11
29 C 3.191 5.990 0.136  -0.06
30 H 3.269 7.063 0.317  0.11
31 C 1.935 5.378 0.085  -0.07
32 H 1.032 5.974 0.221  0.11
33 C 1.826 4.001 -0.138  -0.11
34 H 0.840 3.533 -0.180  0.08
35 H 3.638 0.648 0.428  0.02
36 Si 0.679 0.640 -0.787  0.68
37 C 0.178 0.973 1.005  -0.36
38 C 1.034 0.646 2.075  -0.13
39 H 1.956 0.085 1.898  0.09
40 C 0.758 1.094 3.371  -0.06
41 H 1.456 0.869 4.180  0.12
42 C -0.395 1.839 3.620  -0.07
43 H -0.608 2.199 4.631  0.12
44 C -1.271 2.139 2.571  -0.09
45 H -2.166 2.735 2.761  0.11
46 C -0.993 1.702 1.274  -0.14
47 H -1.676 1.947 0.459  0.10
48 C 0.909 -1.213 -1.028  -0.37
49 C 0.906 -2.158 0.008  -0.12
50 H 0.692 -1.856 1.035  0.08
51 C 1.217 -3.496 -0.257  -0.08
52 H 1.223 -4.222 0.557  0.11
53 C 1.534 -3.905 -1.558  -0.06
54 H 1.799 -4.946 -1.761  0.11
55 C 1.512 -2.970 -2.598  -0.06
56 H 1.773 -3.271 -3.616  0.12
57 C 1.171 -1.643 -2.341  -0.11
58 H 1.149 -0.920 -3.160  0.11
59 H -0.454 1.023 -1.642  -0.01
60 Cl -2.394 -1.003 -0.965  0.16
61 N -4.493 -2.887 -0.012  -0.13
62 N -5.808 -3.137 0.503  -0.02
63 C -6.535 -2.031 0.743  -0.70
64 N -7.866 -2.146 0.918  0.17
65 S -5.726 -0.540 1.043  0.77
66 H -4.544 -2.650 -1.013  0.11
67 H -3.949 -3.759 0.007  0.14
68 H -6.284 -3.944 0.080  0.19
69 H -8.420 -1.315 1.093  0.13
70 H -8.357 -2.994 0.647  0.14

Entry 2:
Molecular formula: C43H42P2Zr
Method: DFT, ωB97M-V/def2-TZVPD

Results
Molecular weight, g mol⁻¹: 712.0
HOMO, eV: -12.9
Lowest unoccupied orbital energy, eV: -8.793
Gap between HOMO and LUMO, eV: 4.1
Charge: +2
Energy above the lowest of the compared OMol25 structures with the same formula, charge and spin, kJ/mol: 0.00
Multiplicity: 1

Last column: Löwdin charge in e.
Geometry (Å):
1 Zr -1.104 1.315 1.060  1.76
2 C -2.962 -3.713 1.833  -0.09
3 C -1.765 -4.031 1.332  -0.12
4 C -1.378 -4.158 -0.091  -0.18
5 C -1.083 -2.827 -0.821  -0.18
6 C -2.243 -2.145 -1.476  -0.12
7 C -3.536 -2.385 -1.318  -0.09
8 C -4.200 -3.448 -0.462  -0.17
9 C -4.122 -3.195 1.061  -0.21
10 C -2.264 2.149 -0.614  -0.26
11 H -3.191 -3.748 2.905  0.12
12 H -0.951 -4.222 2.042  0.10
13 H -2.038 -4.775 -0.692  0.11
14 H -0.419 -4.688 -0.125  0.12
15 H -0.615 -2.167 -0.097  0.07
16 H -0.282 -2.998 -1.548  0.12
17 H -2.017 -1.263 -2.119  0.10
18 H -4.242 -1.846 -1.958  0.11
19 H -3.923 -4.472 -0.706  0.11
20 H -5.271 -3.400 -0.699  0.10
21 H -4.115 -2.088 1.231  0.07
22 H -5.038 -3.563 1.548  0.12
23 H -3.357 1.951 -0.635  0.03
24 H -1.858 1.440 -1.352  0.00
25 H -2.133 3.082 -1.151  0.02
26 P 2.812 1.164 1.133  0.96
27 P 1.987 1.844 -1.539  0.96
28 C 3.258 -0.070 -0.154  -0.32
29 C 2.870 0.254 -1.415  -0.32
30 C 4.576 1.351 1.800  -0.39
31 C 5.554 0.347 1.718  -0.10
32 C 6.830 0.529 2.269  -0.06
33 C 7.136 1.719 2.930  -0.06
34 C 6.150 2.703 3.093  -0.06
35 C 4.886 2.523 2.517  -0.11
36 C 2.155 -0.101 2.268  -0.41
37 C 0.883 -0.631 1.959  -0.23
38 C 0.333 -1.597 2.808  -0.08
39 C 0.940 -1.863 4.038  -0.05
40 C 2.165 -1.285 4.371  -0.02
41 C 2.795 -0.423 3.469  -0.05
42 C 3.480 2.653 -2.427  -0.32
43 C 4.710 2.843 -1.751  -0.09
44 C 5.834 3.338 -2.425  -0.07
45 C 5.745 3.651 -3.789  -0.07
46 C 4.549 3.440 -4.483  -0.06
47 C 3.429 2.950 -3.797  -0.09
48 C 0.936 1.454 -2.997  -0.44
49 C 0.038 2.474 -3.391  -0.15
50 C -0.830 2.264 -4.454  -0.08
51 C -0.830 1.048 -5.147  -0.06
52 C 0.094 0.050 -4.790  -0.06
53 C 0.943 0.245 -3.699  -0.10
54 H 3.752 -1.007 0.123  0.08
55 H 3.167 -0.285 -2.325  0.09
56 H 5.339 -0.590 1.218  0.09
57 H 7.577 -0.271 2.180  0.12
58 H 8.143 1.883 3.326  0.12
59 H 6.368 3.610 3.663  0.12
60 H 4.127 3.295 2.624  0.10
61 H 0.430 -0.456 0.927  0.04
62 H -0.593 -2.091 2.506  0.08
63 H 0.433 -2.524 4.747  0.13
64 H 2.648 -1.504 5.326  0.13
65 H 3.776 -0.021 3.708  0.11
66 H 4.809 2.568 -0.694  0.08
67 H 6.783 3.472 -1.893  0.11
68 H 6.606 4.062 -4.311  0.11
69 H 4.476 3.644 -5.555  0.12
70 H 2.514 2.763 -4.362  0.10
71 H 0.028 3.420 -2.847  0.10
72 H -1.522 3.061 -4.749  0.12
73 H -1.541 0.864 -5.951  0.11
74 H 0.151 -0.877 -5.356  0.11
75 H 1.619 -0.567 -3.422  0.09
76 C -3.087 0.614 1.577  -0.16
77 C -4.298 0.197 1.612  -0.04
78 C -5.716 0.012 1.725  -0.21
79 C -6.506 -1.149 1.396  0.00
80 C -7.849 -1.257 1.788  -0.04
81 C -8.467 -0.204 2.453  -0.03
82 C -7.808 1.025 2.556  -0.04
83 C -6.462 1.111 2.223  -0.02
84 H -6.073 -1.963 0.824  0.07
85 H -8.417 -2.168 1.568  0.13
86 H -9.471 -0.315 2.875  0.13
87 H -8.336 1.914 2.911  0.12
88 H -5.923 2.055 2.342  0.12

Entry 3:
Molecular formula: C7H16NO
Method: DFT, ωB97M-V/def2-TZVPD

Results
Molecular weight, g mol⁻¹: 130.2
HOMO, eV: -1.2
Lowest unoccupied orbital energy, eV: 3.853
Gap between HOMO and LUMO, eV: 5.1
Charge: -1
Energy above the lowest of the compared OMol25 structures with the same formula, charge and spin, kJ/mol: 127.95
Multiplicity: 1

Last column: Löwdin charge in e.
Geometry (Å):
1 C 2.611 -0.519 -1.448  -0.08
2 C 2.102 0.713 -1.508  -0.24
3 C 1.059 1.310 -0.597  -0.32
4 C -0.338 1.221 -1.238  -0.29
5 N -1.327 0.503 -0.370  -0.16
6 C -1.611 -0.863 -0.802  -0.36
7 C -0.430 -1.810 -0.567  -0.11
8 H 3.027 -1.004 -2.325  0.03
9 H 2.620 -1.082 -0.519  0.04
10 H 2.434 1.375 -2.306  0.08
11 H 1.104 0.828 0.391  0.07
12 H 1.315 2.370 -0.434  0.07
13 H -0.705 2.253 -1.265  0.00
14 H -2.195 1.005 -0.518  0.07
15 H -2.460 -1.217 -0.197  0.08
16 H -1.939 -0.917 -1.853  0.08
17 H -0.775 -2.687 -0.012  0.06
18 H 0.020 -2.151 -1.497  0.06
19 H 0.322 -1.302 0.031  0.04
20 C -0.617 0.548 3.053  -0.19
21 O -1.406 -0.583 2.737  -0.15
22 H -0.396 0.497 4.121  0.06
23 H 0.322 0.558 2.495  0.06
24 H -1.144 1.483 2.843  0.07
25 H -1.591 -0.530 1.785  0.03

Entry 4:
Molecular formula: C21H35O9
Method: DFT, ωB97M-V/def2-TZVPD

Results
Molecular weight, g mol⁻¹: 431.5
HOMO, eV: -4.4
Lowest unoccupied orbital energy, eV: 1.957
Gap between HOMO and LUMO, eV: 6.4
Charge: -1
Multiplicity: 1

Last column: Löwdin charge in e.
Geometry (Å):
1 O 4.934 -1.195 -5.719  -0.19
2 C 4.726 -0.071 -5.004  -0.47
3 O 4.820 -0.020 -3.532  -0.28
4 C 4.411 1.304 -5.839  -0.08
5 C 3.098 2.147 -5.303  -0.23
6 O 3.324 3.274 -4.621  -0.08
7 C 1.523 1.709 -5.602  -0.05
8 C 0.348 2.773 -5.089  -0.01
9 C -1.233 2.425 -5.388  -0.08
10 C -1.691 1.012 -6.152  -0.08
11 C -0.479 -0.017 -6.644  -0.08
12 C 1.139 0.289 -6.365  0.01
13 H 4.180 1.040 -6.977  0.11
14 H 5.333 2.024 -5.840  0.12
15 H 0.610 3.781 -4.516  0.10
16 H -2.030 3.210 -5.036  0.07
17 H -2.826 0.746 -6.343  0.07
18 H -0.730 -1.017 -7.198  0.07
19 H 1.991 -0.462 -6.694  0.10
20 C -3.672 3.674 0.877  -0.11
21 O -2.524 2.948 0.457  -0.19
22 C -1.977 2.069 1.444  -0.16
23 C -2.111 0.558 1.094  -0.16
24 O -3.384 0.000 0.798  -0.12
25 C -4.110 0.537 -0.304  -0.18
26 C -3.497 0.497 -1.717  -0.18
27 O -2.240 1.157 -1.838  -0.20
28 C -1.144 0.297 -2.118  -0.10
29 H -3.429 4.739 0.929  0.08
30 H -4.454 3.567 0.118  0.08
31 H -4.073 3.335 1.837  0.09
32 H -2.389 2.262 2.428  0.11
33 H -0.912 2.285 1.484  0.12
34 H -1.749 0.014 1.978  0.12
35 H -1.407 0.283 0.315  0.09
36 H -4.436 1.540 -0.052  0.08
37 H -5.041 -0.041 -0.345  0.12
38 H -4.189 1.050 -2.368  0.12
39 H -3.465 -0.528 -2.098  0.12
40 H -1.392 -0.765 -2.019  0.09
41 H -0.334 0.530 -1.419  0.09
42 H -0.768 0.503 -3.121  0.07
43 C 3.021 -1.049 6.605  -0.11
44 O 2.113 -2.126 6.410  -0.19
45 C 0.734 -1.785 6.579  -0.17
46 C -0.103 -1.853 5.269  -0.17
47 O 0.298 -1.118 4.121  -0.13
48 C 1.581 -1.394 3.566  -0.17
49 C 1.912 -2.814 3.068  -0.17
50 O 1.790 -3.833 4.057  -0.19
51 C 0.747 -4.768 3.818  -0.11
52 H 3.628 -1.243 7.494  0.08
53 H 3.711 -1.011 5.756  0.08
54 H 2.528 -0.076 6.694  0.09
55 H 0.614 -0.815 7.049  0.11
56 H 0.319 -2.531 7.253  0.12
57 H -1.100 -1.470 5.531  0.13
58 H -0.290 -2.886 4.989  0.08
59 H 2.342 -1.037 4.251  0.08
60 H 1.671 -0.724 2.701  0.13
61 H 2.973 -2.800 2.782  0.13
62 H 1.349 -3.048 2.160  0.12
63 H 0.073 -4.466 3.010  0.09
64 H 0.160 -4.873 4.737  0.08
65 H 1.178 -5.745 3.602  0.08